Record 1
{
  "formula": "C6H13NO",
  "method": "wB97M-V/def2-TZVPD",
  "smiles": "C=C/C(=C/C)NC.O",
  "homo_ev": -9.369,
  "gap_ev": 10.19,
  "de_lowest_kcal_mol": 73.44,
  "e_tot_ev": -9967.9898,
  "fmax_ha_per_bohr": 0.038,
  "species": ["C", "N", "C", "C", "C", "C", "C", "H", "H", "H", "H", "H", "H", "H", "H", "H", "H", "H", "H", "H", "O"],
  "positions_angstrom": [[-0.699, -1.389, 0.995], [0.552, -0.793, 0.465], [0.397, 0.216, -0.562], [0.114, 0.034, -1.855], [-0.279, -1.316, -2.408], [0.385, 2.548, 0.279], [1.084, 1.532, -0.203], [-1.206, -2.190, 0.446], [-1.423, -0.589, 1.116], [-0.312, -1.824, 1.917], [1.200, -1.469, 0.083], [0.094, 0.900, -2.501], [-0.586, -1.989, -1.602], [0.623, -1.898, -2.655], [-1.151, -1.231, -3.052], [0.792, 3.507, 0.544], [-0.692, 2.445, 0.320], [2.140, 1.395, -0.412], [-0.281, -0.030, 3.094], [-0.125, 1.313, 2.663], [-0.629, 0.828, 3.327]]
}

---

Record 2
{
  "formula": "C3H6O4",
  "method": "wB97M-V/def2-TZVPD",
  "homo_ev": -9.093,
  "gap_ev": 9.50,
  "de_lowest_kcal_mol": 90.58,
  "e_tot_ev": -11394.7652,
  "fmax_ha_per_bohr": 0.089,
  "species": ["C", "C", "C", "O", "O", "O", "O", "H", "H", "H", "H", "H", "H"],
  "positions_angstrom": [[1.786, 1.871, 0.692], [1.367, 2.628, -0.240], [-0.747, 0.178, 0.254], [0.846, 3.273, -1.031], [-1.337, 0.685, 1.237], [-1.465, 0.307, -0.880], [-0.428, -4.777, -0.613], [1.112, 1.083, 1.110], [2.749, 1.970, 1.020], [0.298, -4.430, -0.023], [-2.279, 1.180, 1.047], [-0.973, -0.018, -1.677], [-0.929, -3.949, -0.896]]
}